Entry one
C4H8O | ωB97M-V/def2-TZVPD

Summary:
Frontier orbital gap ... 9.48 eV
Highest occupied orbital energy ... -9.57 eV

```
! RIJCOSX wB97M-V def2-TZVPD def2/J DEFGRID3
* xyz 0 1
C -1.3650 -0.6541 -0.1095
C 0.1389 1.3900 0.1169
C 1.0374 -0.9435 0.2573
C -0.0230 -0.0463 -0.2342
O -2.3959 -0.0456 0.0067
H -1.3624 -1.7048 -0.1692
H 0.3430 1.5104 1.1536
H -0.8958 1.8786 0.0264
H 0.7956 2.0181 -0.5514
H 1.9755 -0.3874 0.4629
H 1.1705 -1.9155 -0.2634
H 0.5627 -0.8972 1.3475
H 0.0185 -0.2027 -2.0436
*
```

Löwdin atomic charge list, values in e, 2 entries:
1 C -0.32
2 C -0.10

Entry two
C4H8O | ωB97M-V/def2-TZVPD

Summary:
Frontier orbital gap ... 10.02 eV
Highest occupied orbital energy ... -9.03 eV

```
! RIJCOSX wB97M-V def2-TZVPD def2/J DEFGRID3
* xyz 0 1
O 2.0125 -0.5702 -0.6064
C 1.6881 0.4276 0.2910
C 0.4341 0.9646 0.3899
C -0.6450 0.4626 -0.5012
C -1.3084 -0.8341 0.0311
H 2.4564 0.7134 0.9967
H 1.1347 -0.7796 -0.1022
H 0.3135 1.7372 1.1325
H -1.4823 1.1156 -0.7310
H -0.1304 0.3013 -1.4497
H -2.2644 -1.0276 -0.4474
H -1.4760 -0.7420 1.0960
H -0.7327 -1.7688 -0.0992
*
```

Löwdin atomic charge list, values in e, 2 entries:
1 O -0.01
2 C -0.24

Relative energies, kJ/mol: entry one 108.7; entry two 0.0.

Entry one
C4H8O | ωB97M-V/def2-TZVPD

Summary:
Frontier orbital gap ... 10.51 eV
Highest occupied orbital energy ... -9.48 eV

```
! RIJCOSX wB97M-V def2-TZVPD def2/J DEFGRID3
* xyz 0 1
C 1.2673 -0.4045 -0.7459
C -0.9132 -1.2753 0.2504
C 0.0684 1.3787 0.6697
C -0.0326 0.3083 -0.4463
O 2.2802 -0.3893 -0.1443
H 1.1122 -0.9526 -1.8007
H -0.1858 -2.1391 0.2105
H -1.7852 -1.5741 -0.3502
H -1.1526 -0.7991 1.1763
H 0.2161 2.2885 0.1170
H 0.7826 1.1523 1.3610
H -1.0278 1.5854 0.9484
H -0.6296 0.8209 -1.2458
*
```

Löwdin atomic charge list, values in e, 2 entries:
1 C -0.37
2 C 0.03

Entry two
C4H8O | ωB97M-V/def2-TZVPD

Summary:
Frontier orbital gap ... 8.46 eV
Highest occupied orbital energy ... -7.73 eV

```
! RIJCOSX wB97M-V def2-TZVPD def2/J DEFGRID3
* xyz 0 1
C 1.0862 1.0261 -1.3668
C -0.0085 0.2912 0.7332
O 0.5068 -0.2080 -0.9017
C -1.4560 -0.1515 0.7436
C -0.4132 -1.0192 1.3744
H 0.2685 1.7449 -1.3796
H 1.4942 0.8679 -2.3665
H 1.8344 1.3757 -0.6528
H 1.2188 -0.8424 -0.7270
H -2.1148 0.4702 1.3454
H -1.9207 -0.5456 -0.1571
H -0.2678 -1.0263 2.4522
H -0.2279 -1.9828 0.9027
*
```

Löwdin atomic charge list, values in e, 2 entries:
1 C -0.09
2 C -0.08

Relative energies, kJ/mol: entry one 0.0; entry two 256.5.

Entry one
C3H13NO3 | ωB97M-V/def2-TZVPD

Summary:
Frontier orbital gap ... 8.54 eV
SMILES string ... C/C=C/N.O.O.O
Highest occupied orbital energy ... -7.86 eV

```
! RIJCOSX wB97M-V def2-TZVPD def2/J DEFGRID3
* xyz 0 1
C 0.1435 -1.4842 1.7581
C 0.6529 -0.6130 0.6456
C 1.0792 -0.9765 -0.6033
N 2.1769 -0.4874 -1.2916
H -0.8041 -2.0070 1.6103
H -0.2684 -1.0700 2.7622
H 0.8423 -2.2260 2.2635
H 0.9486 0.5033 0.9291
H 0.6244 -1.8171 -1.2058
H 2.7620 -1.1060 -1.8928
H 2.7634 0.0956 -0.6869
O -0.7526 1.9593 2.5015
H -1.0031 2.3724 1.7158
H -1.4447 1.7792 3.1087
O -1.5357 -0.7880 -3.2437
H -0.6823 -0.6019 -3.0684
H -1.6024 -1.6811 -2.9276
O -1.3101 2.8953 -0.4217
H -1.0188 1.9510 -0.7028
H -1.5709 3.3021 -1.2503
*
```

Löwdin atomic charge list, values in e, 2 entries:
1 C -0.16
2 C -0.20

Entry two
C3H13NO3 | ωB97M-V/def2-TZVPD

Summary:
Frontier orbital gap ... 9.99 eV
SMILES string ... CCNCO.O.O
Highest occupied orbital energy ... -9.22 eV

```
! RIJCOSX wB97M-V def2-TZVPD def2/J DEFGRID3
* xyz 0 1
C 1.6328 0.3586 -0.6289
C 1.6556 0.8223 0.8796
N 0.3988 1.2849 1.4218
C -0.8084 0.6562 0.9317
O -1.3154 1.3819 -0.2389
H 2.7022 0.1910 -0.9609
H 1.1541 1.0546 -1.3558
H 1.1950 -0.5751 -0.6711
H 1.9969 -0.1467 1.4206
H 2.4946 1.5725 0.9887
H 0.4057 1.3388 2.4562
H -1.5025 0.8122 1.6271
H -0.6296 -0.3113 0.5303
H -0.8142 2.1923 -0.2681
O -0.9947 0.0481 -2.3960
H -1.8088 -0.1030 -2.8960
H -1.2471 0.4222 -1.5472
O -0.3366 -3.7165 0.5649
H 0.4772 -4.1862 0.3468
H -0.9214 -3.9860 -0.1576
*
```

Löwdin atomic charge list, values in e, 2 entries:
1 C -0.10
2 C -0.27

Relative energies, kJ/mol: entry one 125.2; entry two 0.0.

Entry one
C3H13NO3 | ωB97M-V/def2-TZVPD

Summary:
Frontier orbital gap ... 8.94 eV
SMILES string ... C/C=C/N.O.O.O
Highest occupied orbital energy ... -8.36 eV

```
! RIJCOSX wB97M-V def2-TZVPD def2/J DEFGRID3
* xyz 0 1
C -0.6638 0.4319 1.3712
C 0.5712 -0.0849 0.6307
C 1.7938 -0.3782 1.1628
N 2.9814 -0.7232 0.3928
H -1.4939 -0.1324 1.0481
H -1.0336 1.4367 0.9481
H -0.4343 0.6488 2.4197
H 0.7359 -0.1345 -0.4200
H 1.9574 -0.0186 2.1763
H 3.8969 -0.2874 0.5846
H 2.8121 -0.5738 -0.5949
O -3.8405 1.8612 -0.1442
H -4.5286 1.8201 -0.8713
H -3.4475 2.6442 -0.4263
O 0.7565 -3.2958 0.0485
H 1.0014 -2.5034 -0.2405
H 0.3764 -3.1327 0.8697
O -0.7679 0.8871 -2.8306
H -0.6979 0.5381 -3.7340
H 0.0251 0.9966 -2.3907
*
```

Löwdin atomic charge list, values in e, 2 entries:
1 C -0.09
2 C -0.18

Entry two
C3H13NO3 | ωB97M-V/def2-TZVPD

Summary:
Frontier orbital gap ... 9.71 eV
SMILES string ... C=CCN.O.O.O
Highest occupied orbital energy ... -9.04 eV

```
! RIJCOSX wB97M-V def2-TZVPD def2/J DEFGRID3
* xyz 0 1
C -1.5094 -0.3805 -0.6432
C -1.1220 0.3367 0.4898
C -1.1903 1.8088 0.5238
N -0.0447 2.3878 1.3103
H -1.3335 -1.5206 -0.6728
H -1.6987 0.0600 -1.6022
H -0.4765 -0.2315 1.1697
H -2.1616 2.1670 0.8899
H -1.2618 2.1447 -0.5005
H -0.4162 3.2800 1.7215
H 0.1330 1.7705 2.0722
O -0.0866 -3.0254 -1.4120
H 0.7153 -2.8652 -0.9839
H -0.0963 -3.9680 -1.6721
O 1.9756 -1.7319 0.8055
H 2.1054 -2.3563 0.0583
H 2.0555 -0.8376 0.4124
O 1.7561 0.6443 -0.5772
H 0.9450 0.7542 -1.1788
H 1.7116 1.5631 -0.2106
*
```

Löwdin atomic charge list, values in e, 2 entries:
1 C 0.00
2 C -0.19

Entry three
C3H13NO3 | ωB97M-V/def2-TZVPD

Summary:
Frontier orbital gap ... 7.94 eV
SMILES string ... C=C(C)N.O.O.O
Highest occupied orbital energy ... -7.58 eV

```
! RIJCOSX wB97M-V def2-TZVPD def2/J DEFGRID3
* xyz 0 1
C -0.3489 1.4249 2.6674
C 0.3603 1.2000 1.4807
C 0.0580 0.2047 0.4167
N 1.6017 1.8956 1.4395
H -0.2565 2.4499 3.1525
H -0.9178 0.6136 3.1776
H -0.9572 0.2780 -0.0137
H 0.2422 -0.7133 0.9643
H 0.7324 0.3131 -0.4912
H 2.5140 1.7794 1.0688
H 1.6077 2.3564 2.3056
O 1.2036 -1.2158 -3.7787
H 0.4243 -1.4920 -4.2829
H 0.7473 -1.3211 -2.9413
O -5.5747 2.6868 -1.2612
H -4.8331 2.8917 -0.7372
H -5.4640 1.6483 -1.0326
O 3.1828 -4.7813 -0.5269
H 2.4652 -5.2902 -0.0920
H 3.2126 -4.9287 -1.5152
*
```

Löwdin atomic charge list, values in e, 2 entries:
1 C -0.03
2 C -0.44

Relative energies, kJ/mol: entry one 47.7; entry two 0.0; entry three 107.1.

Entry one
C2H7NS | ωB97M-V/def2-TZVPD

Summary:
Frontier orbital gap ... 9.46 eV
SMILES string ... CN(C)S
Highest occupied orbital energy ... -8.52 eV

```
! RIJCOSX wB97M-V def2-TZVPD def2/J DEFGRID3
* xyz 0 1
C 0.5800 -1.3350 -0.0080
N -0.2378 -0.0520 -0.4222
C 0.3068 1.1448 0.2805
S -1.9738 -0.2148 -0.1950
H 0.2100 -2.1459 -0.5977
H 1.5896 -0.9290 -0.1508
H 0.4831 -1.4560 1.0274
H -0.2058 2.0364 -0.0102
H 0.1171 1.1108 1.3567
H 1.4295 1.2975 -0.0078
H -2.2988 0.5432 -1.2730
*
```

Löwdin atomic charge list, values in e, 2 entries:
1 C -0.10
2 N -0.62

Entry two
C2H7NS | ωB97M-V/def2-TZVPD

Summary:
Frontier orbital gap ... 9.17 eV
SMILES string ... C=CN.S
Highest occupied orbital energy ... -8.36 eV

```
! RIJCOSX wB97M-V def2-TZVPD def2/J DEFGRID3
* xyz 0 1
C 1.2154 1.3402 -0.4800
C 1.5011 0.2623 -1.1992
N 0.6251 -0.3004 -2.1378
H 2.0072 1.9495 -0.0635
H 0.2153 1.6680 -0.2260
H 2.4543 -0.2536 -1.1145
H -0.2298 0.2341 -2.2013
H 0.4783 -1.2914 -2.0046
S -1.4650 -0.4648 1.6103
H -1.5064 -0.3127 2.9403
H -0.9429 -1.6903 1.7464
*
```

Löwdin atomic charge list, values in e, 2 entries:
1 C -0.05
2 C -0.32

Entry three
C2H7NS | ωB97M-V/def2-TZVPD

Summary:
Frontier orbital gap (spin up / spin down) ... 8.04 / 8.77 eV
Highest occupied orbital energy (spin up / spin down) ... -7.79 / -8.69 eV

```
! RIJCOSX wB97M-V def2-TZVPD def2/J DEFGRID3
* xyz 0 1
C 0.2824 -0.4787 2.5232
C -1.0771 0.5072 -1.5970
N 1.3884 -0.4162 -1.4267
S 0.4375 0.5450 -0.6159
H 1.1218 0.2683 2.6685
H 0.4586 -1.3426 1.8259
H -0.7461 -0.2350 2.7052
H -0.7055 0.0227 -2.4030
H -1.4734 1.5736 -1.7749
H -1.9373 0.0839 -1.0306
H 2.2508 -0.5281 -0.8747
*
```

Löwdin atomic charge list, values in e, 2 entries:
1 C 0.01
2 C -0.36

Relative energies, kJ/mol: entry one 37.6; entry two 0.0; entry three 293.6.

Entry one
C4H6N2O | ωB97M-V/def2-TZVPD

Summary:
Frontier orbital gap ... 10.63 eV
SMILES string ... O=C1NC[C@H]2CN12
Highest occupied orbital energy ... -9.76 eV

```
! RIJCOSX wB97M-V def2-TZVPD def2/J DEFGRID3
* xyz 0 1
O 1.3145 2.1616 0.7279
C 0.8335 1.1787 0.2202
N 1.4362 -0.0480 0.0760
C 0.5122 -1.1121 -0.2600
C -0.7122 -0.3016 -0.6891
C -1.4841 0.3849 0.3686
N -0.4639 1.1064 -0.3954
H 2.3412 -0.2019 0.4914
H 0.3001 -1.7541 0.6063
H 0.8841 -1.7425 -1.0726
H -1.1522 -0.5096 -1.6600
H -2.5021 0.7145 0.1766
H -1.2765 0.1166 1.4042
*
```

Löwdin atomic charge list, values in e, 2 entries:
1 O 0.08
2 C -0.52

Entry two
C4H6N2O | ωB97M-V/def2-TZVPD

Summary:
Frontier orbital gap ... 8.97 eV
SMILES string ... [H]/N=C/C(N)=C=CO
Highest occupied orbital energy ... -8.40 eV

```
! RIJCOSX wB97M-V def2-TZVPD def2/J DEFGRID3
* xyz 0 1
H 0.4795 -3.1207 -0.6789
N 0.5397 -2.1689 -0.3191
C -0.5352 -1.5352 -0.5620
C -0.7019 -0.1315 -0.1195
N -1.9915 0.4118 -0.2434
C 0.3494 0.5290 0.3215
C 1.3608 1.3490 0.3723
O 2.2465 1.4622 1.4074
H -1.4150 -1.9726 -1.0520
H -2.7366 -0.1390 0.1620
H -2.0422 1.3752 0.0620
H 1.3826 2.0918 -0.4206
H 3.0638 1.8489 1.0705
*
```

Löwdin atomic charge list, values in e, 2 entries:
1 H 0.05
2 N 0.10

Entry three
C4H6N2O | ωB97M-V/def2-TZVPD

Summary:
Frontier orbital gap ... 9.70 eV
SMILES string ... C=C(O)C#N.C=N
Highest occupied orbital energy ... -9.22 eV

```
! RIJCOSX wB97M-V def2-TZVPD def2/J DEFGRID3
* xyz 0 1
C 0.2293 -0.9770 1.0238
C 0.8540 -0.5249 -0.0390
O 0.8884 -1.1640 -1.2246
C 1.6862 0.6003 0.1489
N 2.5443 1.3509 0.1914
H -0.3190 -1.9205 0.9498
H 0.3782 -0.6222 2.0143
H 1.3158 -0.5885 -1.8569
C -1.7875 0.4410 -0.3693
N -1.2234 1.4931 -0.5348
H -2.3165 0.0312 -1.1638
H -1.5730 -0.1551 0.6315
H -0.6768 2.0358 0.2286
*
```

Löwdin atomic charge list, values in e, 2 entries:
1 C 0.03
2 C -0.48

Entry four
C4H6N2O | ωB97M-V/def2-TZVPD

Summary:
Frontier orbital gap ... 9.97 eV
SMILES string ... C1=NN[C@@H]2C[C@H]2O1
Highest occupied orbital energy ... -8.92 eV

```
! RIJCOSX wB97M-V def2-TZVPD def2/J DEFGRID3
* xyz 0 1
C -1.6628 -0.6026 0.1362
N -1.5982 0.6080 -0.1323
N -0.4634 1.4143 -0.1429
C 0.4621 0.5490 0.4049
C 1.7211 -0.1573 -0.0185
C 0.3701 -0.7321 -0.3836
O -0.6720 -1.5469 0.1639
H -2.7555 -0.8809 -0.1481
H -0.6981 2.2705 0.2874
H 0.4980 0.1894 1.5354
H 2.3761 -0.6650 0.5695
H 2.1916 0.1852 -0.8317
H 0.2310 -0.6315 -1.4399
*
```

Löwdin atomic charge list, values in e, 2 entries:
1 C -0.26
2 N 0.02

Relative energies, kJ/mol: entry one 0.0; entry two 195.9; entry three 253.3; entry four 470.8.